Formula: C2H7N2O
Source: the OMol25 dataset
Level of theory: wB97M-V/def2-TZVPD

Positions of all 12 atoms, in Å:
N  -1.36249  -1.31524  0.18794
C  -0.59574  -0.27309  0.86265
C  0.34728  0.37107  -0.09688
N  1.24811  1.23046  0.32050
O  0.21228  0.04867  -1.29911
H  -0.89971  -2.21770  0.29921
H  -1.13659  -1.13880  -0.76443
H  -1.63917  0.56708  -1.45308
H  -1.28955  0.52306  1.11555
H  -0.11517  -0.53280  1.79601
H  1.64063  1.22550  1.25394
H  1.51846  1.88448  -0.39239

Summary:
**Net charge**: +1
**2S+1**: 1
**Gap between HOMO and LUMO**: 5.9 eV
**Relative energy (zero: lowest compared OMol25 entry of this formula, charge and spin)**: 580.84 kJ/mol
**HOMO**: -0.54917 Ha